Computed, not measured: the molecule C12H16N2O4 in a non-equilibrium geometry, with wB97M-V/def2-TZVPD.

```
34
Properties=species:S:1:pos:R:3:forces:R:3
C -0.442 2.314 0.224 0.4543 0.3173 -0.1797
C -1.379 1.204 -0.267 0.0023 0.7618 -0.4124
C 0.868 2.340 -0.629 -1.4828 -0.6844 -1.2278
C 1.617 1.044 -0.595 -0.0893 1.1762 0.9609
C 1.352 -0.019 -1.393 -0.2044 -1.5564 -1.3934
C 2.547 0.864 0.423 0.6919 0.0303 0.8059
C 2.069 -1.212 -1.226 -0.2731 0.5455 -0.3246
C 3.226 -0.308 0.650 0.6264 -0.9508 0.3013
C 3.022 -1.372 -0.253 -0.0682 0.6822 1.4800
C -2.058 -1.105 -0.013 -0.2399 -0.2466 0.2971
C -3.624 -0.997 -0.096 -0.5241 -1.2237 -0.1963
C -1.630 -2.367 0.797 0.3688 0.9619 0.7010
H 0.531 1.437 1.797 -0.4318 0.3634 0.4879
H -0.864 2.431 2.306 1.6631 -0.7880 -1.2188
H -0.923 3.272 0.007 -0.1842 -0.1699 0.2104
H 1.452 3.157 -0.295 0.6715 0.7146 0.5976
H 0.586 2.591 -1.663 -0.0483 -0.2176 0.2108
H 0.610 -0.046 -2.220 0.4752 0.5105 0.7602
H 2.779 1.661 1.110 -0.2010 0.4107 0.0060
H 1.833 -1.985 -1.909 -0.0313 -0.9478 -0.4924
H 3.900 -0.455 1.543 -0.7325 0.2793 -1.2700
H 3.658 -3.117 -0.784 0.0097 0.9539 1.5030
H -1.035 0.188 1.380 0.5544 -0.3272 1.1143
H -1.703 -1.201 -1.058 -0.0373 0.2458 0.4199
H -2.192 -2.345 1.761 0.6855 -0.1949 -0.6075
H -0.510 -2.541 0.950 -1.4251 0.8548 -0.1811
H -1.959 -3.228 0.252 -0.4220 -0.4590 -0.2655
H -3.363 0.484 -1.195 0.1254 0.5289 -0.3147
N -0.069 2.244 1.625 -1.2085 0.4500 0.6838
N -1.550 0.166 0.544 -0.3160 -1.0506 -1.0650
O -1.954 1.259 -1.360 0.5888 0.3874 -0.1078
O 3.689 -2.524 0.024 0.0977 -1.2544 -1.8888
O -4.351 -1.830 0.391 0.5217 0.3356 0.1611
O -4.131 -0.004 -0.828 0.3833 -0.4391 0.4446
```
Forces are in eV/Å.

Results
SMILES string: C[C@H](NC(=O)[C@@H](N)Cc1ccc(O)cc1)C(=O)O
Energy above the lowest of the compared OMol25 structures with the same formula, charge and spin (eV): 0.6427
HOMO-LUMO gap (eV): 9.49
F_max (eV Å⁻¹): 2.27
LUMO (hartree): 0.0170
Molar mass (g mol⁻¹): 252.27

=====

Computed, not measured: the molecule C12H16N2O5 in a non-equilibrium geometry, with wB97M-V/def2-TZVPD.

```
35
Properties=species:S:1:pos:R:3:forces:R:3
C -3.154 1.985 -0.414 -0.0995 2.4678 5.2802
C -2.244 0.869 0.025 -0.7342 -2.6680 0.9716
C -2.801 3.446 0.100 6.7392 -1.7433 -0.9905
C -0.179 -0.489 -0.368 -1.7307 -2.3690 -1.1527
C -0.745 -1.870 -0.329 -1.4421 -5.2623 1.2559
C 0.713 -0.128 0.760 -1.4377 1.8620 2.0509
C 2.031 -0.712 0.546 2.8741 0.1101 -0.5786
C 3.104 -0.188 -0.301 -2.0748 1.6520 1.5820
C 2.300 -1.919 1.163 2.2438 -1.9637 -0.2191
C 4.303 -0.789 -0.422 1.3127 4.8099 -3.5167
C 3.498 -2.625 0.734 -3.2413 -0.1261 2.3000
C 4.439 -2.020 0.051 3.4739 -3.5416 -1.6935
H -4.911 1.215 -0.212 -1.7226 -1.6359 -0.4028
H -4.125 1.515 1.157 -0.8212 -0.3182 0.7093
H -3.358 1.920 -1.384 -0.2992 0.2213 -4.3402
H -1.864 3.755 -0.457 -0.7247 -0.0863 0.1067
H -2.310 3.452 1.143 -1.5954 -0.3902 -0.6767
H -4.510 3.790 0.019 -2.1103 -0.4606 0.3720
H -0.827 0.931 -1.588 -2.8271 -1.5067 2.0829
H 0.473 -0.702 -1.234 -0.2322 0.9109 -0.2615
H 0.544 0.961 1.034 0.8979 -0.9557 -0.6004
H 0.403 -0.653 1.657 -0.7288 0.1365 0.1905
H 3.149 0.851 -0.676 -1.0544 -0.6282 0.1404
H 1.792 -2.453 2.005 -0.3976 0.9539 -1.2809
H 5.001 -0.109 -1.137 -0.9173 -2.3938 1.9687
H 3.702 -3.663 0.899 -0.3176 -0.4217 0.7410
H 6.185 -2.163 -0.581 -0.0895 -1.1748 -0.0785
H -1.779 -3.101 -1.196 -0.7498 4.0494 0.0352
N -4.466 1.917 0.294 1.6957 -0.0366 -0.0435
N -1.373 0.254 -0.845 4.8017 5.3625 -3.0584
O -2.508 0.219 1.038 0.4508 1.1461 0.0577
O -3.753 4.308 -0.190 -0.8657 2.1513 -0.3600
O -0.432 -2.955 0.243 0.2838 3.9075 -1.0993
O 5.523 -2.855 -0.356 0.0154 2.3973 0.3794
O -1.821 -1.993 -1.180 1.4245 -4.4556 0.1289
```
Forces are in eV/Å.

Results
SMILES string: N[C@@H](CO)C(=O)N[C@@H](Cc1ccc(O)cc1)C(=O)O
Energy above the lowest of the compared OMol25 structures with the same formula, charge and spin (eV): 6.6045
HOMO-LUMO gap (eV): 9.29
F_max (eV Å⁻¹): 7.82
LUMO (hartree): 0.0093
Molar mass (g mol⁻¹): 268.27

=====

Computed, not measured: the molecule C12H16N2O6Si in a non-equilibrium geometry, with wB97M-V/def2-TZVPD.

```
37
Properties=species:S:1:pos:R:3:forces:R:3
O -4.332 3.570 -3.532 0.7322 -2.2767 -0.5805
O -4.788 1.924 -4.913 1.0575 0.6775 1.7523
O -0.573 -1.069 -1.298 -0.1232 1.3994 0.2178
O 0.790 -2.176 0.657 -0.9255 0.7318 -0.2512
O 1.771 0.020 -0.515 -1.3188 0.0017 -0.2891
O -0.455 0.234 1.093 0.4853 -0.4964 -0.6933
C -2.617 -0.623 -2.445 1.0435 -0.6883 0.5887
C -1.083 1.193 -2.115 -0.1827 -0.1770 0.5437
C -3.443 0.228 -3.111 -1.2603 -0.1795 -1.4656
C -1.964 2.043 -2.774 -0.1079 0.3852 -0.3821
C -1.395 -0.147 -1.932 -0.4745 -0.8787 -0.2139
C -3.116 1.551 -3.351 -0.1673 -0.1246 1.1669
N 1.944 -0.329 2.532 -0.5178 -0.2014 -0.7270
N -4.147 2.412 -3.962 -0.9914 1.1661 -1.1789
C 2.055 -2.497 1.179 0.2589 -0.3054 -0.3508
C 2.922 0.261 0.236 1.0639 0.4517 0.0871
C -0.555 -0.214 2.442 -1.8207 -0.0362 -0.2474
C 2.376 -1.754 2.479 -1.5842 1.7186 0.1758
C 2.708 0.633 1.698 -0.6510 -0.1746 1.5212
C 0.668 0.068 3.242 2.3461 -0.0115 -0.2887
Si 0.394 -0.702 0.013 0.4136 -0.5604 0.6648
H -2.882 -1.676 -2.320 0.1112 0.4202 0.0336
H -0.217 1.570 -1.602 0.3934 0.3307 -0.1863
H -4.365 -0.143 -3.557 0.1245 0.0154 0.2446
H -1.782 3.095 -2.871 0.3112 0.3381 0.1199
H 2.057 -3.570 1.336 -0.0561 -0.2363 0.4063
H 2.791 -2.363 0.397 0.3664 0.2719 -0.0924
H 3.481 1.080 -0.261 -0.2676 -0.3129 0.3224
H 3.557 -0.627 0.173 0.1184 0.1866 0.0618
H -0.805 -1.286 2.440 0.2566 0.1978 0.1139
H -1.441 0.301 2.876 0.5531 -0.2144 -0.1425
H 3.410 -1.827 2.779 0.5295 -0.2103 -0.1024
H 1.759 -2.180 3.248 -0.0697 -0.6725 0.5290
H 2.233 1.619 1.806 -0.0110 -0.2986 -0.2208
H 3.673 0.714 2.212 0.3699 0.1900 -0.5402
H 0.768 1.133 3.524 -0.0979 -0.3787 -0.4120
H 0.602 -0.468 4.198 0.0924 -0.0484 -0.1851
```
Forces are in eV/Å.

Results
SMILES string: O=[N+]([O-])c1ccc(O[Si]23OCCN(CCO2)CCO3)cc1
Energy above the lowest of the compared OMol25 structures with the same formula, charge and spin (eV): 0.0000
HOMO-LUMO gap (eV): 8.53
F_max (eV Å⁻¹): 2.46
LUMO (hartree): -0.0087
Molar mass (g mol⁻¹): 312.35

=====

Computed, not measured: the molecule C12H16N6O3 in a non-equilibrium geometry, with wB97M-V/def2-TZVPD.

```
37
Properties=species:S:1:pos:R:3:forces:R:3
C -1.188 1.291 -1.746 3.0666 -0.4340 -0.6288
C -0.009 1.492 -0.684 1.0908 -1.9347 -1.9184
C -1.863 -0.030 -1.660 -1.1189 -1.0075 1.5834
C -2.657 -0.241 -0.332 1.5016 -0.3042 -2.2812
C -2.825 0.651 0.650 0.4441 2.6326 0.4460
C -3.789 -1.184 1.181 -0.7480 -0.7280 1.8873
C 2.355 0.997 -0.147 1.8253 0.9687 0.9930
C 3.459 0.222 -0.845 -0.9896 -1.5763 -0.8913
C 2.222 0.652 1.373 -0.0648 -1.2182 -0.6331
C 1.426 -0.591 1.584 -0.1459 -2.0511 -0.2919
C 0.082 -0.820 1.531 -0.6149 -0.1564 0.6912
C 1.106 -2.725 1.770 0.1174 -0.6091 -0.4760
H -0.089 0.538 -3.383 -1.0617 0.1460 0.3575
H 0.177 2.045 -3.123 -1.6479 -0.3758 -0.0634
H -1.789 2.142 -1.633 -1.1596 1.0132 0.4316
H -1.086 -0.772 -1.748 0.4984 -0.5868 0.4143
H -2.424 -0.240 -2.579 -0.5178 0.4522 0.4316
H -2.281 1.556 0.854 -0.3260 0.5115 -0.4363
H -4.258 -1.969 1.814 0.1539 0.9432 -0.6472
H -3.978 0.654 2.445 0.5338 -1.0806 -1.0611
H 1.331 0.196 -1.731 -0.4717 0.4545 0.9452
H 2.729 2.035 -0.094 -0.5196 0.0155 -0.5145
H 1.745 1.506 1.814 -0.0624 0.2863 0.4161
H 3.218 0.460 1.777 -0.0536 0.3346 0.1099
H -0.738 -0.182 1.323 -0.3672 0.4551 0.2373
H 1.197 -3.807 1.694 0.2824 0.2434 0.4605
H -0.834 -2.901 1.891 -0.7059 1.6894 -0.4749
H 5.278 0.016 -1.005 0.5742 -0.3598 -0.4385
N -0.650 1.377 -3.129 2.5903 0.6349 -0.1442
N -3.197 -1.438 0.046 -0.8296 0.1523 0.1991
N -3.609 0.132 1.625 -0.2934 -1.7176 0.0803
N 1.183 0.789 -0.898 -1.9400 0.0426 -1.9404
N 2.052 -1.859 1.670 0.9738 1.4706 0.2256
N -0.127 -2.181 1.722 0.8048 -1.0820 -0.0728
O -0.063 2.244 0.240 -0.7104 1.4454 1.4956
O 3.195 -0.806 -1.456 0.8015 1.1661 0.6405
O 4.698 0.750 -0.808 -0.9100 0.1641 0.8679
```
Forces are in eV/Å.

Results
SMILES string: N[C@@H](Cc1c[nH]cn1)C(=O)N[C@@H](Cc1c[nH]cn1)C(=O)O
Energy above the lowest of the compared OMol25 structures with the same formula, charge and spin (eV): 2.3663
HOMO-LUMO gap (eV): 9.28
F_max (eV Å⁻¹): 3.16
LUMO (hartree): 0.0243
Molar mass (g mol⁻¹): 292.30

=====

Computed, not measured: an isolated ion of composition C12H16P and charge +1 in a non-equilibrium geometry, with wB97M-V/def2-TZVPD.

```
29
Properties=species:S:1:pos:R:3:forces:R:3
C -0.348 -3.441 0.425 -0.5312 0.3245 -0.4057
C -0.530 -2.248 0.490 1.0904 -0.5090 0.7645
C 3.957 0.064 -0.136 -1.1458 1.9285 1.2336
C 3.185 0.833 0.682 0.8089 -0.2143 1.9116
C 3.328 -1.079 -0.709 0.0768 -1.1722 -0.8546
C 1.939 0.457 1.155 3.4282 1.3878 -0.8756
C 2.007 -1.279 -0.468 -1.3103 -2.3972 -2.5564
C 1.300 -0.569 0.441 -3.0127 -1.9965 -0.1241
C -0.617 2.027 0.435 2.2767 -2.2313 -0.9957
C -1.347 -0.021 -1.649 1.9904 0.9623 0.2588
C -2.972 0.007 0.668 0.5713 1.3677 0.2925
C -0.102 -0.878 0.877 -1.5605 -0.4566 0.3082
P -1.257 0.317 0.104 -1.2014 2.4078 -0.1712
H -0.224 -4.499 0.274 -0.1872 0.3314 0.0949
H 4.862 0.446 -0.428 2.2055 0.4035 -0.6898
H 3.681 1.538 1.305 0.3950 1.1265 -0.1268
H 3.893 -1.735 -1.322 0.1769 -0.5080 -0.5657
H 1.552 1.015 1.909 -1.3809 1.1129 2.1874
H 1.549 -2.022 -1.190 0.1484 0.6205 1.5629
H -0.590 2.174 1.474 -0.8467 0.7042 1.4713
H -0.943 2.812 -0.201 -0.9580 0.5632 -0.1879
H 0.503 1.989 0.280 -1.0164 -0.2217 -0.4211
H -1.757 -1.022 -1.659 0.0332 -0.2633 -0.7873
H -0.253 0.040 -1.865 -0.6188 -0.7444 -0.4702
H -1.786 0.733 -2.324 -0.3667 -0.4532 0.7005
H -3.374 -0.481 -0.190 -0.8144 -0.4650 -0.3048
H -3.644 0.800 1.061 0.8241 -0.0809 -0.7001
H -2.857 -0.656 1.477 -0.1313 -1.2947 1.0103
H -0.371 -0.733 2.006 1.0567 -0.2323 -1.5598
```
Forces are in eV/Å.

Results
Net charge: +1
Spin multiplicity: 3
HOMO-LUMO gap (alpha / beta) (eV): 6.15 / 6.67
F_max (eV Å⁻¹): 3.80
LUMO (alpha / beta) (hartree): -0.0889 / -0.2279
Molar mass (g mol⁻¹): 191.23

=====

Computed, not measured: C12H17BEuN6O as an isolated structure in a non-equilibrium geometry, with wB97M-V/def2-TZVPD.

```
38
Properties=species:S:1:pos:R:3:forces:R:3
C 3.031 0.055 0.496 0.7382 -0.1377 -0.8299
N 1.745 0.124 0.115 2.8991 -0.0088 -1.1270
N 1.700 -0.121 -1.243 0.4762 -0.3755 -0.1995
C 2.967 -0.315 -1.695 -0.5611 0.0673 0.4325
C 3.849 -0.215 -0.620 -0.3486 0.1661 0.4846
B 0.366 -0.070 -2.096 0.0467 0.3903 -1.3774
N -0.695 -1.215 -1.819 0.1709 -0.4789 -0.3422
N -1.414 -1.319 -0.645 -1.2528 -1.9379 -2.1683
C -2.254 -2.358 -0.776 -0.0873 -0.4248 -0.8798
C -2.109 -2.936 -2.054 -0.0604 0.3172 0.5101
C -1.117 -2.180 -2.678 0.0892 0.3482 0.5827
Eu -0.230 -0.245 0.709 -1.6182 -0.6321 3.5792
N -0.325 1.280 -1.787 0.0393 0.2355 -0.4864
N -0.724 1.478 -0.507 -0.7080 1.9828 -0.7809
C -1.294 2.693 -0.444 -0.0527 0.5106 -0.7627
C -1.263 3.297 -1.718 0.0209 -0.2619 0.4665
C -0.637 2.362 -2.545 0.0067 -0.3859 0.7069
H -1.691 3.064 0.501 0.0888 -0.0320 -0.4049
H -0.393 2.387 -3.606 -0.1023 -0.0041 0.4085
H -1.644 4.278 -1.999 0.1621 -0.4346 0.1316
H 0.679 -0.142 -3.264 -0.1054 -0.0203 0.5207
H -0.684 -2.253 -3.675 -0.1732 0.0085 0.3747
H 3.148 -0.503 -2.752 -0.0477 0.0683 0.3999
H -2.659 -3.779 -2.469 0.2438 0.3669 0.1900
H 4.934 -0.312 -0.642 -0.4736 0.0326 0.0107
H -2.914 -2.627 0.048 0.1855 0.0331 -0.3553
H 3.294 0.208 1.542 0.0550 -0.1058 -0.4720
H -1.992 -0.925 2.482 -0.3276 0.0528 0.1328
C -2.203 -1.698 3.238 -0.0716 -0.5512 0.1614
H -3.057 -2.312 2.908 0.3903 0.3220 0.0709
H -1.316 -2.340 3.364 -0.3471 0.1982 0.0153
H -2.446 -1.216 4.198 0.1769 -0.1117 -0.5416
C 1.528 1.604 3.101 0.9720 1.2925 -0.9549
C 0.495 0.536 2.951 -1.0285 -0.6824 5.4318
O -0.021 0.072 3.953 1.0956 0.8146 -3.2202
H 1.850 1.969 2.107 -0.0411 -0.1273 0.6494
H 2.401 1.211 3.663 -0.5653 0.1070 -0.2177
H 1.094 2.462 3.656 0.1154 -0.6016 -0.1395
```
Forces are in eV/Å.

Results
Net charge: +2
Spin multiplicity: 8
HOMO-LUMO gap (alpha / beta) (eV): 7.53 / 7.06
F_max (eV Å⁻¹): 5.57
LUMO (alpha / beta) (hartree): -0.3102 / -0.3281
Molar mass (g mol⁻¹): 424.09